31
Properties=species:S:1:pos:R:3 method="wB97M-V/def2-TZVPD" homo_ev="-11.9 / -11.9" spin_multiplicity=1 e_tot_ev=-26053.554 charge=+1 relative_energy_ev=3.0342 orbital_gap_ev="6.6 / 6.6"
C 2.57856 2.83322 0.43386
C 1.72221 2.08468 -0.00313
C -3.36947 -1.28302 0.16434
C -4.12937 -0.13317 0.06283
C -1.97231 -1.15212 0.16762
C -3.45595 1.11051 -0.05103
C -1.33021 0.07760 0.15089
C -2.08457 1.22565 -0.04301
C 0.64739 1.23316 -0.44840
C 0.57583 1.26148 -1.93317
C 2.31721 -1.14584 0.10924
C 0.31894 0.34906 1.79248
C 0.81682 -1.19254 -0.12285
N 0.13447 0.10160 0.34689
S -1.28046 2.77473 0.07225
H 3.52326 3.24162 0.63271
H -3.83163 -2.17527 -0.10874
H -5.17424 -0.28556 0.02376
H -1.26185 -1.97062 0.29489
H -3.93955 1.99807 -0.08072
H -0.14876 0.44242 -2.33398
H 1.50566 1.10298 -2.43489
H 0.04113 2.12242 -2.30548
H 2.78679 -0.18502 -0.28999
H 2.49730 -1.19349 1.24252
H 2.64989 -2.08013 -0.55148
H 1.40532 0.30451 2.04188
H -0.05754 1.36036 2.11543
H -0.48905 -0.39842 2.28973
H 0.50376 -2.00502 0.36045
H 0.73998 -1.32896 -1.27953